{"formula": "C5H10NO", "method": "the ωB97M-V functional and the def2-TZVPD basis", "species": ["C", "N", "C", "C", "C", "C", "O", "H", "H", "H", "H", "H", "H", "H", "H", "H", "H"], "coordinates": [[-0.99223, -1.77504, -0.70085], [-0.28406, -1.00602, 0.02353], [0.12030, -0.59248, 1.35796], [0.40993, 0.36076, 0.17696], [1.80271, 0.30314, -0.34938], [-0.56438, 1.46182, -0.16722], [-1.75586, 0.84891, 0.03597], [-1.41697, -2.71664, -0.60436], [-1.14215, -1.40506, -1.66497], [0.96755, -1.22345, 1.68727], [-0.79318, -0.49309, 2.00567], [2.18101, -0.74487, -0.44066], [2.47184, 0.53248, 0.50766], [2.16863, 0.92568, -1.20386], [-0.41594, 2.27440, 0.58470], [-0.30412, 1.85249, -1.08359], [-2.45306, 1.39696, -0.16482]], "nbo_charge": [0.14, -0.23, -0.23, 0.17, -0.68, -0.08, -0.71, 0.23, 0.20, 0.25, 0.28, 0.25, 0.26, 0.27, 0.20, 0.20, 0.50], "charge": 1, "relative_energy_kcal_mol": 85.2, "multiplicity": 1}



{"formula": "C4H12", "method": "the ωB97M-V functional and the def2-TZVPD basis", "species": ["C", "C", "H", "H", "H", "H", "H", "H", "C", "C", "H", "H", "H", "H", "H", "H"], "coordinates": [[2.96444, -0.34890, 0.60879], [1.48528, -0.12512, 0.86535], [3.27687, 0.04227, -0.35921], [3.57998, 0.09340, 1.40273], [3.22847, -1.41712, 0.56756], [0.88296, -0.35743, -0.01032], [1.15081, -0.73359, 1.70720], [1.24901, 0.92089, 1.08874], [-2.38644, -0.32431, -1.24939], [-2.04226, 0.75261, -0.22929], [-3.46978, -0.31774, -1.44081], [-1.88826, -0.12972, -2.20426], [-2.17736, -1.30945, -0.83942], [-2.26691, 1.77226, -0.57419], [-0.97305, 0.80071, -0.03430], [-2.61376, 0.68122, 0.70083]], "nbo_charge": [-0.78, -0.97, 0.19, 0.18, 0.19, 0.19, 0.19, 0.19, -0.76, -0.75, 0.18, 0.19, 0.20, 0.18, 0.21, 0.19], "charge": -1, "relative_energy_kcal_mol": 3.0, "multiplicity": 2}



{"formula": "C7H11NO", "method": "the ωB97M-V functional and the def2-TZVPD basis", "species": ["C", "C", "C", "C", "C", "C", "H", "H", "H", "H", "H", "H", "H", "H", "H", "H", "N", "C", "O", "H"], "coordinates": [[-2.19978, -2.01638, 0.31893], [-0.77740, -1.53865, 0.38489], [-0.41736, -0.30288, 0.20959], [-0.10302, 0.94533, 0.01754], [0.19229, 1.49929, -1.35229], [-0.02409, 1.94194, 1.14251], [-2.31343, -2.73489, -0.49356], [-2.87433, -1.18182, 0.14892], [-2.48264, -2.51683, 1.24418], [-0.03143, -2.30514, 0.57668], [-0.31314, 2.45674, -1.47308], [-0.13888, 0.82065, -2.13463], [1.26505, 1.66805, -1.46230], [0.33337, 1.48004, 2.06049], [-1.01887, 2.34525, 1.33973], [0.63738, 2.76222, 0.87267], [2.44119, -1.28169, -0.89420], [2.84779, -0.59209, -0.01175], [3.43702, -0.00478, 0.78939], [1.54028, -1.44438, -1.28372]], "nbo_charge": [-0.62, -0.27, 0.04, -0.06, -0.62, -0.63, 0.21, 0.22, 0.22, 0.21, 0.22, 0.22, 0.22, 0.23, 0.22, 0.21, -0.78, 0.86, -0.52, 0.43], "charge": 0, "relative_energy_kcal_mol": 39.8, "multiplicity": 1}



{"formula": "C29H35Cl3CuN4O2P2", "method": "the ωB97M-V functional and the def2-TZVPD basis", "species": ["Cu", "C", "C", "C", "C", "C", "C", "C", "C", "C", "H", "H", "H", "H", "H", "H", "H", "H", "H", "H", "H", "H", "H", "H", "H", "P", "P", "N", "N", "N", "N", "C", "C", "C", "C", "C", "C", "C", "C", "C", "C", "C", "C", "C", "C", "C", "C", "C", "C", "H", "H", "H", "H", "H", "H", "H", "H", "H", "H", "H", "H", "H", "H", "H", "H", "H", "H", "H", "H", "Cl", "C", "Cl", "Cl", "C", "O", "O"], "coordinates": [[0.32307, -0.58862, -0.42005], [5.70819, -4.05566, -3.08261], [5.23557, -3.15650, -3.94945], [4.45277, -3.47104, -5.18354], [3.41842, -4.61271, -5.04608], [2.63778, -4.70377, -3.76872], [3.06581, -5.27418, -2.64153], [4.28237, -6.16883, -2.62042], [5.56140, -5.55002, -3.20199], [-0.81009, -1.03836, 1.13680], [6.36940, -3.75660, -2.26222], [5.61666, -2.13259, -3.92425], [5.14707, -3.75471, -5.99582], [3.95457, -2.55058, -5.52643], [2.68476, -4.47586, -5.85746], [3.92544, -5.56924, -5.23082], [1.57765, -4.45381, -3.91607], [2.45500, -5.29468, -1.73322], [4.06948, -7.07848, -3.21199], [4.47227, -6.50795, -1.59306], [6.42106, -5.99433, -2.67547], [5.64613, -5.83182, -4.25875], [-0.22864, -0.61060, 1.96650], [-0.89998, -2.12511, 1.21252], [-1.77641, -0.52028, 1.04271], [-0.27844, -2.07874, -1.83437], [1.83655, 0.03011, -1.97783], [-0.40650, -3.70573, -1.27307], [-1.88731, -1.85678, -2.35016], [3.23904, -0.69956, -1.25694], [2.51321, 1.56126, -2.33767], [0.71942, -2.08019, -3.32961], [1.56755, -0.80433, -3.56072], [0.09413, -4.08979, -0.01754], [-0.17887, -5.43128, 0.17316], [-0.85408, -5.90889, -1.00362], [-1.00395, -4.82938, -1.86503], [-2.93667, -1.84520, -1.41412], [-4.07901, -1.41425, -2.05526], [-3.72927, -1.11714, -3.41565], [-2.38226, -1.38494, -3.56977], [3.32149, -1.12714, 0.07534], [4.53836, -1.76898, 0.25175], [5.24221, -1.69764, -0.98796], [4.42332, -1.03933, -1.89402], [3.54956, 1.84642, -3.23562], [3.76119, 3.22225, -3.25304], [2.84016, 3.81371, -2.33046], [2.09378, 2.78342, -1.77843], [0.10285, -2.32880, -4.20482], [1.43236, -2.89195, -3.15642], [2.52305, -1.04609, -4.05404], [1.02916, -0.08519, -4.20038], [0.57497, -3.35586, 0.61266], [0.07873, -6.01364, 1.04561], [-1.15979, -6.92852, -1.18202], [-1.49804, -4.75064, -2.82626], [-2.73437, -2.07318, -0.37698], [-5.04690, -1.31869, -1.58405], [-4.40048, -0.73292, -4.16925], [-1.71675, -1.26851, -4.41242], [2.51512, -0.91249, 0.76229], [4.90425, -2.22977, 1.15794], [6.22277, -2.09927, -1.19925], [4.55018, -0.79896, -2.93508], [4.03055, 1.03853, -3.77514], [4.49598, 3.73075, -3.86298], [2.72274, 4.86383, -2.09485], [1.30855, 2.76883, -1.04090], [-1.04448, 4.25893, -1.34573], [-0.89287, 3.49285, 0.25073], [0.68986, 3.89980, 1.02556], [-2.18526, 3.96253, 1.34362], [-1.02390, 1.89720, -0.05323], [-2.15017, 1.42176, -0.14426], [0.12780, 1.33872, -0.16612]], "mulliken_spin": [0.36, 0.00, 0.00, 0.00, 0.00, 0.00, 0.00, 0.00, 0.00, 0.38, 0.00, 0.00, 0.00, 0.00, 0.00, 0.00, 0.00, 0.00, 0.00, 0.00, 0.00, 0.00, -0.02, -0.03, 0.00, 0.12, 0.02, -0.01, 0.00, 0.00, 0.02, 0.03, -0.01, 0.00, 0.00, 0.00, 0.00, -0.01, 0.00, 0.00, 0.00, 0.00, 0.01, 0.00, 0.00, 0.01, 0.00, 0.00, 0.02, 0.01, -0.01, 0.00, 0.00, 0.01, 0.00, 0.00, 0.00, 0.00, 0.00, 0.00, 0.00, 0.03, 0.00, 0.00, 0.00, 0.00, 0.00, 0.00, -0.01, 0.00, 0.01, 0.00, 0.00, 0.00, 0.00, 0.07], "charge": 0, "relative_energy_kcal_mol": 15.7, "multiplicity": 2}



{"formula": "C8H10LuN2O2", "method": "the ωB97M-V functional and the def2-TZVPD basis", "species": ["C", "C", "C", "C", "C", "Lu", "C", "C", "C", "N", "H", "H", "H", "H", "H", "H", "H", "H", "H", "H", "O", "N", "O"], "coordinates": [[-1.51646, -0.86664, -0.98861], [-0.93110, 0.33336, -1.50249], [-1.34766, 1.42271, -0.66793], [-2.19041, 0.88954, 0.36335], [-2.29803, -0.52512, 0.15977], [0.10296, -0.02447, 0.68674], [2.34292, 0.45450, -0.32859], [1.93568, -0.79760, -0.58876], [2.02354, -2.02343, -1.09012], [0.14159, -1.95922, 1.30314], [-1.11507, 2.47682, -0.82016], [-0.28430, 0.41220, -2.37735], [-2.71915, 1.47484, 1.11615], [-2.89653, -1.20704, 0.76329], [-1.40350, -1.86103, -1.41954], [2.15697, 1.32026, -0.99056], [0.01218, -2.76675, 1.92010], [3.05014, 0.69014, 0.48571], [2.81802, -2.34252, -1.77792], [1.30362, -2.80263, -0.81695], [0.35378, 3.60857, 2.48882], [0.03983, 2.64436, 1.83077], [0.42098, 1.44915, 2.25116]], "mulliken_charge": [-0.24, -0.56, -0.50, -0.60, -0.45, 1.05, -0.67, 0.24, -0.71, -0.63, 0.37, 0.41, 0.39, 0.36, 0.32, 0.28, -0.06, 0.27, 0.27, 0.32, -0.51, 0.23, -0.58], "charge": -1, "relative_energy_kcal_mol": 2.8, "multiplicity": 1}